{"formula": "C67H56Br3N11O22", "method": "wB97M-V/def2-TZVPD", "orbital_gap_ha": 0.179, "e_tot_ev": -341848.521, "de_lowest_kj_mol": 6955.6, "charge": 0, "species": ["C", "Br", "Br", "Br", "H", "C", "C", "C", "C", "C", "C", "N", "O", "O", "H", "H", "H", "H", "H", "C", "C", "C", "C", "C", "C", "N", "O", "O", "H", "H", "H", "H", "H", "C", "C", "C", "C", "C", "C", "N", "O", "O", "H", "H", "H", "H", "H", "C", "C", "C", "C", "C", "C", "N", "O", "O", "H", "H", "H", "H", "H", "C", "C", "C", "C", "C", "C", "N", "O", "O", "H", "H", "H", "H", "H", "C", "C", "C", "C", "C", "C", "N", "O", "O", "H", "H", "H", "H", "H", "C", "C", "C", "C", "C", "C", "N", "O", "O", "H", "H", "H", "H", "H", "C", "C", "C", "C", "C", "C", "N", "O", "O", "H", "H", "H", "H", "H", "C", "C", "C", "C", "C", "C", "N", "O", "O", "H", "H", "H", "H", "H", "C", "C", "C", "C", "C", "C", "N", "O", "O", "H", "H", "H", "H", "H", "C", "C", "C", "C", "C", "C", "N", "O", "O", "H", "H", "H", "H", "H"], "xyz": [[3.03346, -0.41589, -3.48641], [2.46978, -2.08705, -2.63659], [1.48682, 0.75295, -4.02628], [4.26700, -0.75606, -5.04256], [3.64812, 0.13845, -2.77721], [-2.14779, -7.22038, 0.07571], [-1.70703, -6.50689, -0.98022], [-1.73252, -5.13444, -0.98569], [-2.19895, -4.49285, 0.20403], [-2.84525, -5.26352, 1.22474], [-2.87074, -6.62515, 1.16545], [-2.03694, -3.04671, 0.30023], [-2.46473, -2.43874, 1.24206], [-1.52667, -2.44191, -0.67779], [-1.93033, -8.27775, 0.04281], [-1.32129, -6.93991, -1.89132], [-1.37662, -4.71802, -1.91646], [-3.34082, -4.79333, 2.06124], [-3.32367, -7.17512, 1.97710], [-4.51260, -1.32563, 0.84340], [-5.33956, -0.16596, 0.94427], [-5.04098, 0.96935, 0.16046], [-3.94285, 0.95678, -0.69744], [-3.26979, -0.24341, -0.89651], [-3.54634, -1.38322, -0.14545], [-3.60462, 2.18963, -1.46087], [-2.73589, 2.08273, -2.39863], [-4.16263, 3.23800, -1.17613], [-4.69820, -2.01862, 1.65069], [-6.17293, -0.08762, 1.62674], [-5.66772, 1.83384, 0.32248], [-2.49629, -0.29572, -1.64843], [-2.85007, -2.17300, -0.38601], [1.24434, 5.41382, 0.52137], [1.83948, 4.55371, 1.46768], [2.73175, 3.53560, 1.00652], [3.05262, 3.38799, -0.33114], [2.49786, 4.28699, -1.22842], [1.55652, 5.26071, -0.80745], [4.00872, 2.36677, -0.78187], [4.58469, 2.57137, -1.82368], [4.21777, 1.41106, -0.05280], [0.53899, 6.14652, 0.88474], [1.62905, 4.58830, 2.52642], [3.26700, 2.91040, 1.70583], [2.54999, 4.20205, -2.30380], [0.94808, 5.81186, -1.50919], [-0.89969, 1.68431, -3.17656], [-0.08383, 2.04630, -4.28170], [0.37496, 3.40325, -4.44643], [0.16954, 4.39554, -3.47061], [-0.52742, 4.01725, -2.30953], [-1.15507, 2.74881, -2.25349], [0.75903, 5.73806, -3.67287], [0.54303, 6.54692, -2.78844], [1.25746, 5.95123, -4.73361], [-1.42834, 0.75034, -3.05565], [0.28842, 1.30296, -4.97110], [0.98631, 3.62709, -5.30814], [-0.81050, 4.75626, -1.57459], [-1.76498, 2.50080, -1.39738], [3.33683, -0.36071, 2.17375], [2.64350, 0.31842, 1.13367], [1.78650, 1.35712, 1.40648], [1.42571, 1.62281, 2.75164], [2.04216, 0.91352, 3.78097], [2.94444, -0.07054, 3.47970], [0.42465, 2.61773, 3.07199], [-0.22650, 3.01427, 2.16550], [0.30519, 3.02947, 4.23378], [4.11099, -1.08907, 1.98252], [2.88908, 0.07782, 0.10985], [1.44286, 1.88989, 0.53216], [1.85072, 1.20087, 4.80429], [3.41555, -0.66470, 4.24873], [2.86634, -5.80327, -2.86326], [3.08869, -4.62435, -2.17826], [1.99805, -3.76450, -1.91986], [0.74157, -4.02367, -2.40636], [0.47276, -5.25821, -3.02903], [1.54584, -6.14474, -3.19807], [-0.26798, -2.97091, -2.24332], [0.06660, -1.82918, -1.96396], [-1.46908, -3.27473, -2.45704], [3.71234, -6.43388, -3.09351], [4.07238, -4.41459, -1.78484], [2.17055, -2.90136, -1.29407], [-0.51100, -5.50921, -3.39728], [1.27117, -6.98899, -3.81305], [0.73644, -1.52628, 2.31705], [1.63077, -1.97676, 1.34733], [1.52663, -3.29095, 0.88798], [0.44089, -4.08735, 1.33818], [-0.45983, -3.53503, 2.27886], [-0.25867, -2.26965, 2.83835], [0.28713, -5.49267, 0.82676], [0.95736, -5.84330, -0.11997], [-0.37414, -6.21131, 1.55949], [0.87463, -0.48257, 2.55777], [2.43641, -1.40127, 0.91587], [2.34417, -3.62940, 0.26873], [-1.34425, -4.08037, 2.57348], [-1.02282, -1.85306, 3.47784], [-5.09244, 4.65931, 3.02792], [-5.03907, 3.67534, 1.98095], [-3.84048, 3.50268, 1.32554], [-2.72251, 4.25045, 1.71374], [-2.86626, 5.27723, 2.63785], [-4.02208, 5.45047, 3.39983], [-1.41387, 3.95781, 1.09544], [-0.64416, 4.86103, 0.84461], [-1.30573, 2.80256, 0.57797], [-5.95193, 4.84270, 3.65565], [-5.98010, 3.20990, 1.72747], [-3.80738, 2.74114, 0.56046], [-1.96782, 5.82225, 2.88715], [-4.09545, 6.21456, 4.15955], [-1.49467, 0.53090, 2.69802], [-1.65990, 1.80286, 3.25189], [-2.97216, 2.21296, 3.60345], [-4.03598, 1.31175, 3.60755], [-3.85060, 0.03945, 3.02085], [-2.57921, -0.32845, 2.55578], [-5.33918, 1.66925, 4.10307], [-5.50076, 2.68536, 4.77242], [-6.24535, 0.88933, 3.89851], [-0.53488, 0.31022, 2.25473], [-0.75265, 2.37029, 3.39788], [-3.04872, 3.21291, 4.00428], [-4.64855, -0.68629, 2.96606], [-2.21364, -1.30148, 2.26255], [6.70359, -0.03659, -2.78817], [5.77369, 0.59416, -1.92205], [4.91717, -0.10756, -1.19702], [4.99372, -1.51958, -1.21411], [5.86327, -2.17140, -2.06858], [6.77459, -1.42026, -2.82061], [4.06383, -2.25584, -0.38160], [3.74640, -1.89141, 0.71968], [3.69820, -3.31657, -0.82384], [7.37943, 0.49992, -3.43762], [5.67463, 1.66948, -1.90632], [4.07843, 0.34853, -0.69217], [5.84959, -3.24938, -2.00394], [7.46535, -1.83927, -3.53733], [-1.34034, -0.76825, 0.25730], [-1.37523, 0.61084, 0.05715], [-0.30017, 1.26713, -0.51848], [0.81007, 0.56647, -0.98879], [0.82937, -0.78507, -0.82464], [-0.26206, -1.49430, -0.27207], [1.99092, 1.27655, -1.57745], [3.10292, 0.74348, -1.44592], [1.73283, 2.40273, -1.97497], [-2.18122, -1.10530, 0.84527], [-2.10449, 1.23042, 0.55783], [-0.07084, 2.32245, -0.50844], [1.73149, -1.28087, -1.15138], [-0.26142, -2.56344, -0.11926]], "forces_ev_per_a": [[1.12, 0.45, -2.45], [5.40, 8.97, -10.81], [7.56, -6.68, 0.44], [-0.93, 0.07, 0.42], [-0.01, -0.74, -1.83], [-1.50, -1.45, 1.56], [-0.25, 0.57, -0.68], [-0.97, -0.59, 2.12], [0.18, -0.98, -1.53], [-0.24, 1.51, -0.71], [1.15, -0.38, -1.75], [2.16, -7.78, 0.15], [-1.56, -5.07, 4.67], [-7.52, -4.84, -0.08], [-0.44, -0.27, 0.27], [0.17, -0.59, 0.28], [-0.74, -0.11, 1.38], [0.12, 0.38, 0.00], [0.09, -0.24, -0.16], [-2.48, 1.88, -0.61], [0.93, 0.28, -2.16], [-0.65, -0.98, 0.83], [-0.90, -0.12, -0.65], [-1.95, 0.49, -1.76], [-4.05, 2.06, -2.22], [-1.22, -1.97, -1.99], [-11.52, -1.60, 0.62], [0.41, 0.01, -1.13], [0.23, -0.81, -0.66], [0.08, -0.16, 0.12], [0.15, 0.06, -0.43], [-0.44, -0.21, -0.30], [-5.60, 2.90, -2.53], [2.65, -0.18, 1.67], [1.80, -0.75, -1.37], [0.44, 1.78, 0.96], [0.71, 1.69, 0.25], [-1.31, 2.36, -0.06], [1.49, -1.20, 0.42], [0.65, 4.52, 2.43], [-2.32, 3.47, -0.41], [3.60, 9.50, 6.68], [1.19, 0.75, -0.32], [0.12, 0.40, -0.02], [0.08, 0.29, 0.09], [0.91, 0.08, 0.22], [1.04, -0.26, 0.83], [2.34, 2.84, -1.78], [-4.02, 4.28, 1.38], [-0.14, -0.10, 0.50], [-0.17, -2.43, -0.56], [-1.45, -0.01, -1.01], [4.52, 1.65, -0.15], [-2.36, -1.21, 0.29], [-0.26, 1.36, -1.55], [1.16, 0.65, -0.89], [0.90, -0.24, -0.29], [-3.24, 1.30, -2.47], [0.03, 0.04, -0.05], [0.16, -0.13, 0.08], [3.70, 1.54, 0.83], [-0.69, 3.38, 2.64], [1.27, 0.54, 2.24], [-0.83, -0.99, 0.71], [0.82, -0.52, 0.06], [-0.64, 1.31, 0.29], [1.56, -0.44, -0.55], [9.86, 1.67, 0.44], [5.50, 0.75, 0.77], [1.54, 0.41, 0.12], [-0.21, 1.37, 1.42], [-1.14, -0.40, 1.53], [-0.50, -0.04, 1.31], [-0.30, -0.18, 0.06], [-0.04, 0.21, 0.35], [-0.85, 0.60, 0.44], [-1.12, -4.29, -2.03], [-2.11, -6.41, 0.95], [-1.62, -0.49, 0.68], [1.21, 0.21, 0.14], [-1.28, 0.80, -1.10], [-0.16, -4.17, -4.90], [-2.23, -1.52, -7.21], [1.81, 0.96, -4.60], [-0.12, -0.21, -0.04], [-0.42, -1.46, -1.92], [-1.90, -2.70, 2.44], [0.10, 0.08, -0.15], [0.43, -0.49, 0.24], [1.89, 1.50, -0.94], [-2.67, -2.90, 0.98], [-0.37, -0.50, 1.51], [0.37, 1.40, 0.22], [1.06, -1.23, 0.40], [-0.74, -1.74, -0.51], [0.95, 0.68, 2.44], [-0.18, -0.14, 0.11], [1.24, -0.06, -0.47], [-0.27, -0.74, 0.33], [-3.06, -0.75, 0.57], [-0.87, -0.76, 0.68], [0.37, -0.22, 0.10], [0.45, -0.22, 0.39], [-0.38, -0.31, -0.17], [0.02, 2.82, 1.46], [0.24, -0.59, 0.37], [-0.76, 0.46, 0.16], [1.41, -0.14, 0.59], [0.49, -0.47, -1.87], [-4.46, -0.29, -4.44], [-3.63, -1.14, 0.55], [-3.75, 6.78, 0.77], [-0.56, -0.49, -0.45], [0.22, -0.36, -0.11], [0.49, 0.60, 1.19], [0.11, 0.26, -0.01], [0.03, -0.11, 0.04], [-1.18, 1.71, 0.78], [-3.86, -2.49, 1.11], [1.36, -0.68, 1.36], [1.48, -0.64, -1.28], [0.98, -0.04, 1.10], [0.37, 1.20, 2.25], [-0.48, 0.40, 1.21], [0.65, -0.46, -0.35], [-0.47, -0.45, -0.46], [-0.46, -0.21, 0.49], [-9.25, -2.68, 2.93], [-0.46, -0.18, 0.23], [0.21, 0.47, 0.82], [-1.49, 0.77, 1.05], [-0.56, -0.48, 1.19], [4.13, -0.37, -2.26], [2.39, -7.65, 0.26], [0.45, 2.09, -0.60], [0.45, -0.49, 0.65], [-0.66, 0.06, -0.17], [2.86, 0.06, -0.82], [4.30, -2.22, -2.96], [3.97, 2.32, 5.09], [-0.07, 0.37, 0.11], [1.76, -1.37, -0.19], [3.74, -4.12, 0.20], [0.37, -0.19, -0.46], [-0.02, -0.54, 0.21], [4.13, 5.67, 0.52], [2.89, 0.89, 0.20], [1.86, -0.92, -0.57], [-0.02, -1.64, -0.92], [2.44, 2.39, 3.07], [2.31, 5.00, 6.15], [-4.62, -0.56, 1.80], [-10.60, 0.71, -5.80], [0.56, -2.27, -0.38], [2.35, 1.19, -0.91], [0.23, -1.10, -0.42], [-0.24, -0.91, -0.23], [-0.44, 0.96, 1.77], [4.01, 0.98, 1.93]]}



{"formula": "C4H6BrFO", "method": "wB97M-V/def2-TZVPD", "orbital_gap_ha": [0.302, 0.287], "e_tot_ev": -79048.800, "de_lowest_kj_mol": 338.2, "charge": 0, "species": ["C", "C", "C", "C", "O", "F", "Br", "H", "H", "H", "H", "H", "H"], "xyz": [[-2.52264, 0.52759, 0.32446], [1.73210, -0.46772, 0.56884], [-0.39177, -0.39023, -0.81247], [0.75364, 0.42845, -0.26083], [-2.32434, 1.39411, 1.09845], [1.45737, 1.19913, -1.21468], [-3.98912, -0.63297, -0.09090], [2.66681, -0.60060, -0.01357], [2.25963, 0.16193, 1.43674], [1.14575, -1.35644, 0.76644], [-0.62638, -0.09526, -1.82144], [-0.66376, -1.41323, -0.39860], [0.50271, 1.24524, 0.41756]], "forces_ev_per_a": [[2.95, 1.34, 0.62], [1.75, 2.62, -0.01], [-0.50, 0.50, 0.96], [0.81, -0.06, 1.56], [-1.12, -1.62, -1.28], [-0.29, -0.91, -0.52], [-0.64, -0.10, 0.13], [-0.86, -0.77, -0.23], [-1.95, -1.64, -1.20], [0.80, -0.29, 0.82], [-0.43, -0.40, -0.24], [0.57, 1.58, -0.78], [-1.10, -0.26, 0.16]]}



{"formula": "C8H11NOSi", "method": "wB97M-V/def2-TZVPD", "orbital_gap_ha": 0.304, "e_tot_ev": -19891.208, "de_lowest_kj_mol": 27.7, "smiles": "C[Si]1(C)Nc2ccccc2O1", "charge": 0, "species": ["C", "Si", "C", "N", "C", "C", "C", "C", "C", "C", "O", "H", "H", "H", "H", "H", "H", "H", "H", "H", "H", "H"], "xyz": [[2.58297, -0.44116, 1.64790], [1.57182, -0.02226, -0.03008], [2.71725, -0.15952, -1.60968], [0.39904, 1.30513, -0.09307], [-0.89446, 0.77893, -0.04240], [-2.15767, 1.45632, -0.15849], [-3.33999, 0.69202, 0.02577], [-3.29653, -0.70360, 0.11718], [-2.08995, -1.35836, 0.00875], [-0.90064, -0.60936, -0.01524], [0.33052, -1.13852, -0.04775], [3.37329, 0.25998, 1.94928], [1.90773, -0.39603, 2.42230], [3.08598, -1.46083, 1.68259], [2.88189, -1.18926, -1.90284], [2.24501, 0.18545, -2.45761], [3.56367, 0.50202, -1.44432], [0.50841, 2.27880, -0.03453], [-2.08960, 2.43694, -0.52976], [-4.27836, 1.25272, 0.11077], [-4.19822, -1.19877, 0.19500], [-1.92217, -2.47062, 0.20622]], "forces_ev_per_a": [[1.59, -0.18, -2.55], [1.15, -0.58, 0.08], [-0.66, -0.09, 2.64], [0.54, -1.35, 0.12], [-2.07, 0.64, -0.62], [1.37, -2.81, 0.59], [0.82, 1.06, -0.30], [1.14, 1.87, -0.36], [2.01, -1.43, 1.18], [-1.53, 0.15, -0.01], [0.94, -1.22, 0.01], [-0.10, 0.08, -0.48], [-1.84, -0.09, 1.81], [-0.84, 1.10, -0.47], [0.83, -0.31, 0.62], [-1.50, 1.28, -1.75], [0.56, -0.55, -0.07], [0.16, 1.12, 0.06], [-0.54, 1.45, 0.19], [0.25, -0.47, -0.31], [-1.63, -1.21, 0.31], [-0.66, 1.55, -0.69]]}



{"formula": "C14H17IN2O2Pb", "method": "wB97M-V/def2-TZVPD", "orbital_gap_ha": [0.129, 0.128], "e_tot_ev": -35197.881, "de_lowest_kj_mol": 84.8, "charge": 2, "species": ["C", "C", "H", "H", "H", "H", "H", "H", "C", "C", "C", "C", "H", "H", "H", "H", "N", "C", "C", "N", "C", "C", "C", "H", "H", "C", "H", "H", "Pb", "I", "C", "C", "O", "O", "H", "H", "H"], "xyz": [[1.58672, 0.66614, 5.00871], [1.20471, -0.76790, 5.09606], [2.48276, 0.86127, 4.42131], [1.64050, 1.22313, 5.91661], [0.87391, 1.11255, 4.30390], [1.14108, -1.14712, 4.06610], [1.80666, -1.40493, 5.72940], [0.17435, -0.96235, 5.38794], [0.45552, 2.53920, -1.62808], [0.70128, 3.33186, -2.74468], [0.68382, 2.77454, -4.02773], [0.48039, 1.39187, -4.12307], [0.50949, 2.94745, -0.61695], [0.91225, 4.39300, -2.62680], [0.79999, 3.40297, -4.93350], [0.48745, 0.93031, -5.11578], [0.13069, 1.25319, -1.76396], [0.23436, 0.62941, -2.96489], [0.08763, -0.81864, -2.92345], [-0.01125, -1.34224, -1.66978], [0.05408, -2.65724, -1.48080], [0.01042, -3.04440, -3.86784], [0.02207, -3.53173, -2.55783], [0.12605, -3.01222, -0.44983], [-0.00800, -4.60592, -2.39488], [0.07930, -1.66411, -4.03469], [0.05882, -1.24121, -5.05363], [-0.09095, -3.71849, -4.73556], [0.07888, 0.01437, 0.28763], [3.28330, -0.10042, 0.40751], [-2.64647, 0.56927, 3.29067], [-3.13303, 0.08034, 1.93852], [-4.36737, 0.00526, 1.80560], [-2.21590, -0.20520, 1.05141], [-2.04288, -0.16965, 3.83578], [-3.52376, 0.76474, 3.90312], [-2.06689, 1.50290, 3.26348]], "forces_ev_per_a": [[-0.25, 0.75, -1.63], [-0.74, -1.13, -0.60], [0.65, -0.43, 0.45], [-0.12, 0.31, 0.61], [-0.46, 0.48, 0.53], [0.66, -0.40, 0.06], [0.39, -0.08, -0.11], [-0.16, 0.51, 0.60], [-0.15, 0.55, -0.76], [0.23, 0.43, -0.24], [-0.33, -0.25, 0.41], [-0.16, -0.22, 0.00], [-0.20, 0.02, -0.32], [-0.06, -0.25, 0.11], [0.04, -0.55, 0.76], [0.07, 0.03, 0.52], [0.81, -0.26, 0.57], [-0.31, 1.68, -0.28], [-0.42, -1.28, 0.37], [0.76, 0.22, 0.24], [-0.31, -0.51, -0.39], [-0.29, 0.06, 0.49], [0.09, -0.60, -0.39], [-0.25, -0.04, -0.35], [0.08, 0.21, 0.14], [-0.19, 0.60, -0.56], [0.16, -0.21, 0.72], [0.21, 0.44, 0.62], [-0.70, -0.22, -0.75], [-1.05, 0.04, 0.12], [-0.06, 0.04, 0.49], [-1.61, 1.47, 3.32], [3.27, -0.56, -1.54], [0.66, -0.61, -2.47], [-0.10, -0.05, -0.41], [-0.02, 0.04, 0.08], [-0.14, -0.22, -0.40]]}



{"formula": "C3H13NO4", "method": "wB97M-V/def2-TZVPD", "orbital_gap_ha": 0.370, "e_tot_ev": -13000.738, "de_lowest_kj_mol": 234.2, "smiles": "CCNC=O.O.O.O", "charge": 0, "species": ["C", "C", "N", "C", "O", "H", "H", "H", "H", "H", "H", "H", "O", "H", "H", "O", "H", "H", "O", "H", "H"], "xyz": [[0.52130, 0.79235, -2.42200], [0.74713, 1.92004, -1.41308], [-0.42663, 2.32552, -0.60964], [-0.75229, 1.30162, 0.27266], [-1.87447, 1.41369, 0.76622], [-0.54789, 0.55440, -2.66851], [0.81799, -0.23997, -2.16988], [0.77570, 1.14884, -3.42769], [1.67531, 1.72038, -0.80254], [0.82665, 2.84305, -2.06272], [-1.03751, 2.98987, -1.02908], [-0.02029, 0.71316, 0.81313], [-0.75422, -3.08272, 0.00884], [0.07465, -2.80346, 0.41354], [-0.40232, -3.22353, -0.88886], [-0.32317, -1.15911, 2.30593], [-0.50596, -0.36499, 2.79958], [-0.78248, -1.85206, 2.78472], [2.32994, -2.05768, 0.63336], [2.33808, -1.11352, 0.51695], [1.84597, -2.23115, 1.43552]], "forces_ev_per_a": [[-1.96, -0.89, -1.00], [-0.18, 1.95, -1.46], [3.94, -3.72, 0.47], [-4.19, 4.54, 1.29], [0.52, -1.63, 0.14], [0.25, 0.77, 0.89], [0.83, 0.68, -0.08], [0.98, -0.59, 0.26], [-1.08, 0.58, -0.50], [1.03, -0.94, 0.77], [-0.95, -0.23, 0.19], [0.80, -0.54, -0.98], [0.77, -0.11, -0.81], [-0.11, 0.26, 0.44], [-0.66, -0.14, 0.23], [0.48, -0.37, -0.15], [-0.21, 0.47, 0.25], [-0.19, -0.14, -0.05], [0.25, -0.70, -0.58], [-0.10, 0.51, 0.10], [-0.22, 0.23, 0.58]]}